7
Properties=species:S:1:pos:R:3:mulliken_spin:R:1 method="wB97M-V/def2-TZVPD" s2=2.004 e_tot_ev=-12396.049 homo_lumo_gap_ev="8.187 / 9.126" e_above_lowest_kcal_mol=24.8 total_charge=+1 spin_multiplicity=3
H -0.5869 -0.7595 2.3448 0.1328
O 0.9179 0.2065 1.3017 0.1999
O -1.4421 -0.7980 -0.9560 0.0026
O 0.0778 0.5717 -1.8711 -0.0229
C 0.0023 -0.5389 1.4269 0.6591
C -0.8573 -0.1319 -1.7541 0.0282
Hg 1.8884 1.4500 -0.4923 1.0003